Molecular formula: C15H44AuGeN2O2SbSeSi3
Method: DFT, ωB97M-V/def2-TZVPD

```
! RIJCOSX wB97M-V def2-TZVPD def2/J DEFGRID3
* xyz 0 1
Au 0.85 0.46 1.47
N 1.77 2.69 2.61
N 2.25 2.11 3.80
C 1.55 1.01 4.35
O 1.72 0.81 5.54
O 0.82 0.30 3.56
H 2.53 3.16 2.14
H 1.02 3.36 2.78
H 2.47 2.76 4.54
C -1.81 -1.69 3.12
Ge -3.37 -0.81 2.36
C -4.33 0.17 3.74
C -4.57 -2.15 1.57
C -2.84 0.39 0.89
Se -2.03 2.09 1.43
C -3.69 3.05 1.71
H -2.12 -2.38 3.91
H -1.11 -0.97 3.55
H -1.28 -2.27 2.36
H -4.58 -0.50 4.56
H -5.26 0.60 3.36
H -3.70 0.98 4.14
H -4.86 -2.89 2.31
H -4.08 -2.67 0.74
H -5.47 -1.67 1.18
H -3.69 0.63 0.24
H -2.09 -0.11 0.27
H -4.26 2.61 2.53
H -4.28 3.06 0.80
H -3.43 4.08 1.97
C 1.47 -3.43 0.00
Si 0.53 -2.50 -1.32
C -1.31 -2.63 -1.06
C 0.99 -3.12 -3.02
Sb 1.14 -0.04 -0.98
Si -0.02 1.35 -2.78
C -1.86 1.20 -2.53
C 0.49 0.68 -4.46
C 0.53 3.12 -2.58
Si 3.67 0.12 -1.27
C 4.24 -0.92 -2.72
C 4.12 1.91 -1.53
C 4.39 -0.51 0.33
H 1.16 -4.48 0.01
H 1.28 -3.00 0.98
H 2.54 -3.40 -0.19
H -1.63 -3.67 -1.14
H -1.87 -2.05 -1.79
H -1.59 -2.28 -0.06
H 0.73 -4.18 -3.10
H 2.06 -3.02 -3.22
H 0.45 -2.58 -3.81
H -2.20 0.17 -2.61
H -2.37 1.79 -3.30
H -2.14 1.59 -1.55
H 0.09 -0.33 -4.61
H 1.57 0.64 -4.57
H 0.09 1.32 -5.25
H 0.35 3.47 -1.56
H -0.04 3.76 -3.26
H 1.59 3.25 -2.80
H 3.72 -0.65 -3.64
H 4.08 -1.98 -2.53
H 5.31 -0.77 -2.89
H 3.80 2.28 -2.51
H 5.21 2.03 -1.47
H 3.67 2.55 -0.77
H 4.08 -1.54 0.53
H 4.05 0.10 1.18
H 5.48 -0.48 0.30
*
```

Properties
* frontier orbital gap: 8.232 eV
* relative energy (zero: lowest compared OMol25 entry of this formula, charge and spin): 0.0 kJ/mol
* lowest unoccupied orbital energy: 0.0123 Ha


Molecular formula: C24H23IIrN5O2S
Method: DFT, ωB97M-V/def2-TZVPD

```
! RIJCOSX wB97M-V def2-TZVPD def2/J DEFGRID3
* xyz 2 1
Ir -0.04 0.44 0.19
C -1.34 2.56 -2.14
C 0.15 2.60 -2.21
C 0.79 3.46 -3.10
C 2.17 3.52 -3.13
C 2.89 2.70 -2.27
C 2.21 1.84 -1.44
N 0.86 1.80 -1.41
C 2.91 0.91 -0.52
C 4.26 0.63 -0.60
C 4.81 -0.24 0.33
C 4.00 -0.85 1.27
C 2.64 -0.56 1.26
N 2.14 0.32 0.39
C 1.65 -1.22 2.14
C 1.97 -2.29 2.94
C 0.97 -2.89 3.69
C -0.30 -2.37 3.65
C -0.57 -1.26 2.85
C -1.92 -0.63 2.86
N 0.40 -0.73 2.08
H -1.79 3.02 -3.02
H -1.67 3.13 -1.26
H -1.70 1.54 -2.05
H 0.20 4.08 -3.76
H 2.68 4.19 -3.80
H 3.97 2.76 -2.25
H 4.88 1.07 -1.37
H 5.87 -0.46 0.30
H 4.42 -1.53 1.99
H 2.98 -2.67 2.99
H 1.19 -3.76 4.31
H -1.10 -2.80 4.24
H -2.32 -0.61 3.88
H -2.61 -1.22 2.25
H -1.88 0.39 2.48
O -1.66 1.75 0.74
N -2.93 1.51 0.44
C -3.84 2.45 0.74
C -5.17 2.25 0.49
C -5.59 1.06 -0.08
C -4.64 0.11 -0.41
C -3.30 0.35 -0.14
S -2.05 -0.77 -0.56
H -3.44 3.35 1.19
H -5.88 3.03 0.75
H -6.64 0.88 -0.28
H -4.92 -0.83 -0.87
N 0.03 -2.70 -2.54
C 0.57 -2.71 -1.32
O 0.71 -1.69 -0.63
C 1.04 -4.03 -0.78
I 2.65 -4.83 -1.95
H -0.31 -1.85 -2.94
H -0.04 -3.54 -3.09
H 0.24 -4.77 -0.77
H 1.41 -3.88 0.23
*
```

Properties
* frontier orbital gap (alpha / beta): 6.790 / 6.789 eV
* relative energy (zero: lowest compared OMol25 entry of this formula, charge and spin): 293.2 kJ/mol
* lowest unoccupied orbital energy (alpha / beta): -0.2572 / -0.2572 Ha


Molecular formula: C8H11F8N5O20S8Y
Method: DFT, ωB97M-V/def2-TZVPD

```
! RIJCOSX wB97M-V def2-TZVPD def2/J DEFGRID3
* xyz -4 2
Y -1.22 -0.31 -0.89
N -1.73 4.20 1.38
S -0.71 4.04 2.59
O -0.16 5.37 2.94
O -0.27 2.69 3.06
F -1.98 4.23 3.61
S -0.65 3.44 0.36
O -1.06 2.07 -0.01
O 0.80 3.79 0.37
F -1.15 4.25 -0.91
N 0.65 -0.25 -2.16
S 1.85 -1.39 -2.57
O 2.44 -1.87 -1.34
O 2.77 -1.36 -3.72
F 0.80 -2.49 -3.02
S 1.45 0.89 -2.95
O 1.42 1.02 -4.40
O 2.62 1.44 -2.20
F 0.28 2.01 -2.61
N -1.54 -4.51 0.55
S 0.13 -3.86 0.57
O -0.07 -2.48 0.04
O 1.18 -4.75 0.12
F 0.33 -3.53 2.09
S -0.99 -5.98 0.81
O -0.24 -6.19 2.05
O -0.66 -6.77 -0.38
F -2.58 -6.48 1.30
N -3.04 0.88 -1.32
S -4.29 1.78 -0.56
O -5.64 1.66 -1.06
O -3.83 3.04 0.01
F -4.30 0.94 0.81
S -3.26 1.73 -2.63
O -2.75 3.09 -2.54
O -4.43 1.47 -3.55
F -1.99 0.96 -3.27
C -2.27 -0.77 2.27
O -2.47 -1.33 1.03
H -1.69 0.15 2.21
H -3.23 -0.38 2.61
H -1.76 -1.39 3.02
C -2.36 -2.63 -3.19
O -2.33 -2.33 -1.79
H -3.36 -2.50 -3.60
H -1.60 -2.09 -3.76
H -2.13 -3.67 -3.41
C 5.72 1.79 1.79
C 5.33 0.71 2.67
C 4.04 0.24 2.62
C 3.06 0.73 1.71
C 3.46 1.70 0.87
C 4.79 2.23 0.88
N 1.70 0.17 1.70
O 1.42 -0.42 2.68
O 0.85 0.44 0.81
H 6.71 2.20 1.62
H 6.03 0.23 3.33
H 3.79 -0.64 3.19
H 2.78 2.00 0.09
H 5.30 2.80 0.11
*
```

Properties
* frontier orbital gap (alpha / beta): 3.355 / 5.468 eV
* ⟨S²⟩: 0.766
* lowest unoccupied orbital energy (alpha / beta): 0.2839 / 0.2839 Ha


Molecular formula: C25H72IN2O18P3S10
Method: DFT, ωB97M-V/def2-TZVPD

```
! RIJCOSX wB97M-V def2-TZVPD def2/J DEFGRID3
* xyz 0 1
N -5.40 5.26 1.34
C -4.61 4.49 1.12
O -3.44 3.97 0.73
C -2.36 4.32 1.69
C -1.26 3.23 1.75
O -0.14 3.61 2.54
C 0.43 2.53 3.26
P 1.79 1.61 2.39
N 1.64 0.06 2.57
O 3.27 2.02 3.08
O 1.90 2.00 0.78
O -2.91 4.75 2.87
C -2.94 3.81 3.96
P -4.22 2.43 3.91
O -5.78 3.05 3.89
O -3.94 1.34 2.65
P -1.49 5.92 0.97
O -0.05 5.46 0.21
I -2.82 6.87 -0.86
H -1.68 2.26 2.11
H -0.91 3.03 0.70
H -0.29 1.76 3.63
H 0.90 2.98 4.17
H 2.47 -0.27 3.07
H 3.92 2.18 2.38
H 2.83 1.82 0.53
H -1.94 3.42 4.28
H -3.27 4.41 4.85
H -6.22 2.79 3.05
H -4.53 1.48 1.88
H -0.24 4.77 -0.45
C 1.84 -3.92 3.15
S 3.23 -4.47 2.14
O 4.25 -3.38 2.16
C 2.37 -4.37 0.56
H 2.16 -3.87 4.18
H 1.51 -2.94 2.82
H 1.02 -4.64 3.06
H 2.01 -3.36 0.41
H 1.54 -5.07 0.56
H 3.06 -4.64 -0.23
C -2.92 -0.45 8.94
S -2.06 -0.46 7.35
O -1.90 0.95 6.92
C -3.43 -1.16 6.41
H -2.26 0.00 9.68
H -3.83 0.15 8.86
H -3.17 -1.47 9.23
H -4.31 -0.52 6.50
H -3.66 -2.16 6.79
H -3.13 -1.23 5.37
C -8.57 5.02 5.79
S -7.02 5.55 6.55
O -7.12 5.26 8.01
C -7.31 7.32 6.33
H -8.62 3.93 5.85
H -9.41 5.45 6.32
H -8.58 5.32 4.75
H -8.24 7.61 6.83
H -7.37 7.54 5.27
H -6.48 7.86 6.77
C 0.93 10.38 3.96
S 1.28 9.30 2.56
O 0.10 9.35 1.65
C 1.19 7.76 3.49
H 0.90 11.41 3.60
H -0.03 10.12 4.40
H 1.72 10.28 4.71
H 0.21 7.67 3.96
H 1.97 7.75 4.25
H 1.34 6.93 2.80
C 1.88 -6.98 -4.06
S 2.76 -7.09 -2.50
O 2.23 -6.01 -1.61
C 4.34 -6.55 -3.14
H 0.84 -7.24 -3.89
H 1.94 -5.96 -4.45
H 2.32 -7.67 -4.78
H 4.25 -5.56 -3.58
H 4.70 -7.26 -3.88
H 5.05 -6.50 -2.31
C 4.27 -1.24 -4.27
S 4.48 -2.05 -2.68
O 4.37 -3.52 -2.91
C 2.91 -1.50 -1.99
H 5.14 -1.48 -4.89
H 3.36 -1.60 -4.76
H 4.22 -0.16 -4.13
H 2.09 -1.84 -2.62
H 2.90 -0.41 -1.92
H 2.80 -1.92 -0.99
C 2.46 -3.42 -7.44
S 2.04 -5.11 -7.02
O 3.29 -5.92 -7.13
C 1.06 -5.43 -8.49
H 3.11 -3.02 -6.67
H 2.98 -3.39 -8.40
H 1.55 -2.82 -7.49
H 1.66 -5.28 -9.38
H 0.19 -4.77 -8.50
H 0.72 -6.47 -8.46
C -1.79 -5.39 -3.79
S -1.41 -5.10 -5.53
O -0.82 -3.73 -5.63
C -3.13 -4.98 -6.07
H -0.85 -5.47 -3.24
H -2.38 -4.57 -3.40
H -2.34 -6.33 -3.70
H -3.63 -4.18 -5.53
H -3.63 -5.93 -5.90
H -3.13 -4.75 -7.14
C 3.72 7.65 -0.91
S 4.62 7.54 0.65
O 4.10 8.62 1.54
C 6.20 8.10 -0.01
H 2.68 7.38 -0.73
H 3.77 8.67 -1.29
H 4.16 6.96 -1.63
H 6.09 9.09 -0.45
H 6.56 7.39 -0.76
H 6.92 8.14 0.81
C -0.40 -10.85 -5.79
S 0.76 -9.46 -5.87
O 0.03 -8.32 -6.50
C 1.82 -10.19 -7.13
H -1.18 -10.60 -5.08
H -0.83 -11.03 -6.77
H 0.13 -11.74 -5.45
H 1.24 -10.40 -8.03
H 2.27 -11.10 -6.74
H 2.60 -9.46 -7.37
*
```

Properties
* frontier orbital gap: 7.920 eV
* relative energy (zero: lowest compared OMol25 entry of this formula, charge and spin): 0.0 kJ/mol
* lowest unoccupied orbital energy: -0.0095 Ha


Molecular formula: C4H11NO2
Method: DFT, ωB97M-V/def2-TZVPD

```
! RIJCOSX wB97M-V def2-TZVPD def2/J DEFGRID3
* xyz 0 1
C -0.16 0.30 0.36
C 0.28 -0.48 -0.84
C -1.80 0.67 0.12
C 1.82 -1.02 -0.64
N 0.55 1.52 0.54
O -0.12 -0.50 1.51
O -2.54 -0.20 -0.74
H 0.79 -0.46 1.87
H -2.48 -1.08 -0.33
H -0.01 2.15 1.11
H 1.48 1.41 0.91
H -0.29 -1.41 -0.98
H 0.27 0.11 -1.75
H -1.92 1.67 -0.33
H -2.41 0.77 1.02
H 2.48 -0.26 -0.21
H 2.21 -1.29 -1.63
H 1.84 -1.91 0.00
*
```

Properties
* SMILES string: CC[C@](N)(O)CO
* frontier orbital gap: 10.620 eV
* relative energy (zero: lowest compared OMol25 entry of this formula, charge and spin): 153.9 kJ/mol
* lowest unoccupied orbital energy: 0.0294 Ha


Molecular formula: ClNO7
Method: DFT, ωB97M-V/def2-TZVPD

```
! RIJCOSX wB97M-V def2-TZVPD def2/J DEFGRID3
* xyz -1 2
N -0.90 1.05 -1.54
O -0.84 -0.01 -2.09
O 0.08 1.63 -1.37
O -1.89 1.36 -0.95
Cl 0.69 -0.79 1.24
O 1.62 -0.80 0.15
O 0.07 -2.01 0.82
O 1.37 -0.83 2.53
O -0.20 0.41 1.22
*
```

Properties
* frontier orbital gap (alpha / beta): 8.760 / 4.515 eV
* ⟨S²⟩: 0.756
* lowest unoccupied orbital energy (alpha / beta): 0.1382 / -0.0174 Ha


Molecular formula: C11H18O
Method: DFT, ωB97M-V/def2-TZVPD

```
! RIJCOSX wB97M-V def2-TZVPD def2/J DEFGRID3
* xyz 0 1
C 2.42 1.98 1.65
C 1.93 0.53 2.01
C 1.43 3.07 1.89
H 3.30 2.15 2.32
H 2.98 1.98 0.58
H 0.90 0.44 1.86
H 1.95 3.85 2.47
H 1.99 0.47 3.09
H 2.42 -0.25 1.34
H 0.93 3.50 0.90
H 0.57 2.74 2.51
C -2.45 1.04 -0.50
C -2.38 1.62 -1.97
C -1.39 0.01 -0.32
C -1.67 -1.25 0.29
C -0.03 0.13 -0.77
C -0.87 -2.34 -0.02
C 0.79 -0.92 -0.98
C 0.31 -2.16 -0.75
O 1.17 -3.21 -0.97
H -2.04 1.92 0.14
H -3.52 0.87 -0.42
H -3.14 1.11 -2.57
H -2.65 -1.29 0.82
H 0.12 1.07 -1.04
H -1.10 -3.45 0.32
H 1.89 -0.69 -1.29
H 1.46 -3.21 -2.05
H -1.33 1.67 -2.38
H -2.69 2.61 -1.95
*
```

Properties
* SMILES string: CCc1ccc(O)cc1.CCC
* frontier orbital gap: 8.987 eV
* relative energy (zero: lowest compared OMol25 entry of this formula, charge and spin): 314.2 kJ/mol
* lowest unoccupied orbital energy: 0.0263 Ha


Molecular formula: C5H7N
Method: DFT, ωB97M-V/def2-TZVPD

```
! RIJCOSX wB97M-V def2-TZVPD def2/J DEFGRID3
* xyz 0 1
C 0.48 -1.19 0.08
C 1.14 -0.04 -0.68
C 0.54 1.13 -0.45
C -0.69 0.99 0.36
N -1.73 0.05 0.00
C -0.64 -0.46 0.81
H 1.18 -1.71 0.75
H 0.13 -1.97 -0.61
H 1.95 -0.19 -1.38
H 0.89 2.10 -0.76
H -1.06 1.79 1.00
H -1.55 -0.23 -0.97
H -0.64 -0.27 1.86
*
```

Properties
* SMILES string: C1=C[C@H]2N[C@H]2C1
* frontier orbital gap: 9.656 eV
* relative energy (zero: lowest compared OMol25 entry of this formula, charge and spin): 221.2 kJ/mol
* lowest unoccupied orbital energy: 0.0425 Ha